(1)
DFT (ωB97M-V/def2-TZVPD) results for a cluster of 2 separate species, C22H25N2OS in total at a distorted geometry.

Geometry (Å):
C  4.669  0.884  0.868
N  3.328  0.333  0.817
C  2.212  1.004  0.426
C  1.075  0.174  0.580
C  -0.239  0.541  0.259
C  -1.355  -0.319  0.290
C  -1.441  -1.650  -0.170
N  -2.677  -2.155  0.111
C  -3.089  -3.530  -0.099
C  -3.455  -1.180  0.746
C  -2.667  -0.008  0.857
C  -3.121  1.040  1.647
C  -4.366  0.912  2.288
C  -5.135  -0.258  2.169
C  -4.676  -1.335  1.392
C  1.578  -1.084  1.150
C  2.987  -0.953  1.246
C  3.819  -1.931  1.780
C  3.210  -3.112  2.230
C  1.816  -3.253  2.177
C  0.995  -2.222  1.686
H  5.354  0.119  1.239
H  4.993  1.212  -0.126
H  4.690  1.746  1.546
H  2.251  2.014  0.030
H  -0.410  1.593  0.018
H  -0.666  -2.229  -0.664
H  -4.102  -3.667  0.293
H  -3.076  -3.774  -1.168
H  -2.398  -4.204  0.425
H  -2.509  1.937  1.747
H  -4.750  1.726  2.903
H  -6.080  -0.354  2.708
H  -5.225  -2.273  1.322
H  4.893  -1.769  1.859
H  3.829  -3.907  2.647
H  1.367  -4.182  2.531
H  -0.086  -2.318  1.704
C  0.911  3.013  -4.732
S  1.013  2.369  -3.033
C  0.730  3.909  -2.124
C  -0.172  1.321  -2.639
O  2.384  1.890  -2.798
H  -0.076  3.468  -4.873
H  1.704  3.762  -4.886
H  1.041  2.167  -5.418
H  -0.252  4.297  -2.415
H  0.750  3.664  -1.057
H  1.532  4.607  -2.394
H  -1.192  1.695  -2.568
H  0.081  0.271  -2.527

Calculated values
- HOMO: -10.51 eV
- Total charge: +1
- Strongest force on any atom: 1.7 eV/A
- Frontier orbital gap: 0.233 Eh

Here are the Mulliken charges for atoms 1 to 6, given in e: number 1, C, carries -0.864; number 2, N, carries 0.178; number 3, C, carries -1.336; number 4, C, carries 1.755; number 5, C, carries -0.666; number 6, C, carries 1.026



(2)
DFT (ωB97M-V/def2-TZVPD) results for the molecule C22H25N3O3.

Geometry (Å):
C  5.676  1.416  0.806
O  5.562  0.420  -0.184
C  4.433  -0.357  -0.263
C  3.143  0.031  0.109
C  2.103  -0.907  -0.064
C  2.398  -2.179  -0.625
C  3.679  -2.547  -1.012
C  4.676  -1.624  -0.819
H  5.695  -1.841  -1.094
H  3.879  -3.514  -1.444
N  1.238  -2.880  -0.710
C  0.204  -2.123  -0.228
C  0.698  -0.904  0.169
H  0.109  -0.087  0.525
C  -1.156  -2.662  -0.406
O  -1.374  -3.445  -1.324
N  -2.145  -2.264  0.428
C  -2.013  -1.483  1.631
H  -0.968  -1.435  1.933
C  -2.613  -0.074  1.403
N  -3.565  -0.049  0.306
C  -4.364  -1.255  0.309
C  -3.524  -2.536  0.076
H  -3.537  -2.845  -0.971
H  -3.913  -3.364  0.682
H  -4.861  -1.305  1.282
H  -5.134  -1.171  -0.460
C  -3.004  0.267  -1.006
C  -2.234  1.559  -0.985
C  -2.783  2.696  -0.403
C  -2.071  3.880  -0.370
C  -0.802  3.945  -0.925
C  -0.251  2.820  -1.514
C  -0.964  1.632  -1.542
H  -0.526  0.755  -1.998
H  0.737  2.863  -1.949
H  -0.245  4.870  -0.898
H  -2.505  4.757  0.087
H  -3.769  2.634  0.033
H  -3.859  0.375  -1.684
H  -2.359  -0.526  -1.408
H  -3.139  0.245  2.310
H  -1.834  0.659  1.198
H  -2.574  -2.001  2.418
H  1.104  -3.785  -1.132
O  2.988  1.311  0.583
C  1.853  1.662  1.334
H  1.597  0.891  2.065
H  2.123  2.579  1.860
H  0.995  1.871  0.688
H  5.368  1.045  1.788
H  5.094  2.307  0.559
H  6.736  1.671  0.835

Calculated values
- HOMO: -7.53 eV
- SMILES: COc1ccc2[nH]c(C(=O)N3CCN(Cc4ccccc4)CC3)cc2c1OC
- ΔE to the lowest compared entry with this formula, charge and spin: 340.06 kJ/mol
- Strongest force on any atom: 0.7 eV/A
- Frontier orbital gap: 0.302 Eh

Here are the Mulliken charges for atoms 1 to 6, given in e: number 1, C, carries -0.674; number 2, O, carries -0.513; number 3, C, carries 0.025; number 4, C, carries 0.634; number 5, C, carries 0.561; number 6, C, carries -1.050



(3)
DFT (ωB97M-V/def2-TZVPD) results for the molecule C22H25N3O3.

Geometry (Å):
C  4.038  1.174  2.236
H  5.087  1.400  2.409
H  3.858  0.141  2.523
H  3.432  1.826  2.860
C  3.694  1.385  0.764
C  4.017  2.809  0.325
H  3.808  2.945  -0.734
H  3.416  3.516  0.892
H  5.067  3.025  0.500
H  4.265  0.674  0.160
C  2.206  1.080  0.517
C  1.920  -0.411  0.676
O  2.781  -1.246  0.475
N  0.633  -0.745  0.961
C  -0.295  0.226  1.384
C  -1.616  -0.081  1.688
C  -2.477  0.895  2.160
C  -2.032  2.189  2.352
C  -0.720  2.509  2.062
C  0.148  1.540  1.578
O  1.433  1.919  1.350
H  -0.335  3.506  2.208
H  -2.701  2.949  2.727
H  -3.498  0.629  2.384
H  -1.993  -1.081  1.563
C  0.257  -2.148  0.880
H  -0.146  -2.488  1.838
C  -0.821  -2.361  -0.186
O  -1.934  -2.748  0.122
N  -0.505  -2.049  -1.464
C  0.808  -1.756  -1.938
C  1.263  -2.443  -3.196
C  1.860  -2.823  -1.878
H  2.868  -2.527  -1.640
H  1.574  -3.780  -1.468
H  0.593  -3.151  -3.659
H  1.856  -1.875  -3.897
H  1.112  -0.722  -1.812
C  -1.621  -1.677  -2.325
C  -2.114  -0.319  -1.883
N  -1.192  0.637  -1.833
C  -1.539  1.831  -1.388
C  -2.821  2.143  -0.965
C  -3.783  1.148  -1.015
C  -3.426  -0.107  -1.481
H  -4.142  -0.912  -1.519
H  -4.794  1.343  -0.689
H  -3.055  3.132  -0.603
H  -0.748  2.569  -1.369
H  -2.414  -2.420  -2.226
H  -1.267  -1.640  -3.356
H  1.172  -2.698  0.651
H  1.964  1.312  -0.539

Calculated values
- HOMO: -8.20 eV
- SMILES: CC(C)[C@@H]1Oc2ccccc2N(CC(=O)N(Cc2ccccn2)C2CC2)C1=O
- ΔE to the lowest compared entry with this formula, charge and spin: 253.08 kJ/mol
- Strongest force on any atom: 0.8 eV/A
- Frontier orbital gap: 0.331 Eh

Here are the Mulliken charges for atoms 1 to 6, given in e: number 1, C, carries -1.466; number 2, H, carries 0.453; number 3, H, carries 0.354; number 4, H, carries 0.265; number 5, C, carries 0.526; number 6, C, carries -1.469



(4)
DFT (ωB97M-V/def2-TZVPD) results for a cluster of 7 separate species, C22H25N7O4 in total at a distorted geometry.

Geometry (Å):
C  6.089  -16.286  -25.381
C  6.396  -14.847  -25.268
N  6.614  -13.720  -25.064
H  6.558  -16.816  -26.210
H  5.030  -16.309  -25.636
H  6.277  -16.759  -24.417
C  4.347  -15.355  -21.959
C  3.698  -14.764  -23.180
N  3.329  -14.301  -24.193
H  3.817  -16.288  -21.765
H  4.231  -14.574  -21.209
H  5.406  -15.505  -22.170
C  4.777  -9.496  -17.182
C  3.545  -9.081  -17.919
N  2.636  -8.745  -18.478
H  4.826  -8.880  -16.285
H  5.615  -9.231  -17.827
H  4.908  -10.562  -16.996
C  6.629  -7.384  -20.789
C  7.882  -6.702  -21.097
N  8.881  -6.161  -21.438
H  6.846  -8.327  -20.288
H  6.150  -7.519  -21.759
H  5.901  -6.912  -20.130
C  6.472  -12.539  -21.766
C  5.912  -11.540  -20.850
N  5.481  -10.724  -20.163
H  7.095  -13.278  -21.263
H  7.134  -12.030  -22.466
H  5.709  -13.102  -22.304
C  8.134  -11.334  -18.089
C  7.798  -11.996  -16.879
C  7.772  -11.238  -15.697
C  7.987  -9.848  -15.720
C  8.310  -9.212  -16.953
C  8.380  -9.910  -18.167
N  7.880  -9.047  -14.475
O  8.320  -7.900  -14.512
O  7.353  -9.507  -13.434
H  8.160  -11.902  -19.006
H  7.497  -13.032  -16.916
H  7.577  -11.674  -14.728
H  8.396  -8.136  -16.982
H  8.623  -9.444  -19.110
C  13.777  -8.818  -23.265
C  13.781  -10.182  -23.251
C  12.565  -10.898  -23.100
C  11.377  -10.243  -22.828
C  11.344  -8.857  -22.823
C  12.562  -8.153  -23.024
N  10.137  -11.064  -22.702
O  10.130  -12.202  -23.153
O  9.188  -10.638  -22.064
H  14.718  -8.330  -23.470
H  14.726  -10.694  -23.361
H  12.641  -11.975  -23.100
H  10.473  -8.262  -22.592
H  12.621  -7.079  -22.923

Calculated values
- HOMO: -10.08 eV
- SMILES: O=[N+]([O-])c1ccccc1.O=[N+]([O-])c1ccccc1.CC#N.CC#N.CC#N.CC#N.CC#N
- ΔE to the lowest compared entry with this formula, charge and spin: 56.24 kJ/mol
- Strongest force on any atom: 5.1 eV/A
- Frontier orbital gap: 0.340 Eh

Here are the Mulliken charges for atoms 1 to 6, given in e: number 1, C, carries -0.810; number 2, C, carries 0.406; number 3, N, carries -0.435; number 4, H, carries 0.344; number 5, H, carries 0.287; number 6, H, carries 0.230



(5)
DFT (ωB97M-V/def2-TZVPD) results for a structure of composition C22H25N7OPdS2 at a distorted geometry.

Geometry (Å):
Pd  -0.998  0.838  -1.031
N  -0.667  2.590  2.800
C  -0.702  1.333  3.378
C  -0.660  0.898  4.698
C  -0.643  -0.466  4.904
C  -0.658  -1.375  3.835
C  -0.707  -0.945  2.526
C  -0.743  0.429  2.305
N  -0.755  1.156  1.130
C  -0.690  2.434  1.462
C  -0.584  3.457  0.440
C  -0.646  4.814  0.535
S  -0.419  5.524  -0.999
C  -0.268  3.972  -1.694
N  -0.364  3.000  -0.838
H  -0.598  3.464  3.297
H  -0.639  1.594  5.526
H  -0.602  -0.848  5.915
H  -0.621  -2.436  4.048
H  -0.717  -1.636  1.694
H  -0.815  5.429  1.405
H  -0.088  3.822  -2.749
C  4.404  -2.799  -1.203
C  5.102  -1.496  -1.586
C  5.117  -1.278  -3.097
C  4.492  -0.286  -0.856
N  3.070  -0.110  -1.124
C  2.022  -0.680  -0.520
N  0.935  -0.257  -1.128
N  1.350  0.611  -2.082
N  2.619  0.712  -2.076
H  4.950  -3.648  -1.612
H  3.389  -2.847  -1.605
H  4.368  -2.924  -0.118
H  6.134  -1.543  -1.232
H  4.108  -1.168  -3.498
H  5.583  -2.129  -3.593
H  5.687  -0.385  -3.355
H  4.984  0.628  -1.181
H  4.617  -0.398  0.221
H  2.073  -1.392  0.286
C  -5.382  0.821  -1.909
S  -4.112  1.182  -0.678
O  -2.969  1.842  -1.436
C  -3.500  -0.501  -0.443
C  -3.891  -1.244  0.653
C  -3.383  -2.529  0.811
C  -2.459  -3.037  -0.094
C  -2.050  -2.275  -1.178
C  -2.573  -0.994  -1.371
H  -4.966  0.248  -2.735
H  -5.774  1.774  -2.260
H  -6.167  0.261  -1.400
H  -4.593  -0.837  1.370
H  -3.702  -3.130  1.653
H  -2.075  -4.040  0.037
H  -1.364  -2.688  -1.907
H  -2.455  -0.510  -2.342

Calculated values
- HOMO (alpha / beta): -14.12 / -14.11 eV
- <S²>: 2.0087
- Total charge: +2
- ΔE to the lowest compared entry with this formula, charge and spin: 56.25 kJ/mol
- Multiplicity: 3
- Strongest force on any atom: 1.0 eV/A
- Frontier orbital gap (alpha / beta): 0.318 / 0.235 Eh

Here are the Mulliken charges for atoms 1 to 6, given in e: number 1, Pd, carries 0.587; number 2, N, carries -0.026; number 3, C, carries 0.743; number 4, C, carries -1.092; number 5, C, carries -0.613; number 6, C, carries -0.926



(6)
DFT (ωB97M-V/def2-TZVPD) results for a cluster of 3 separate species, C22H26F7IN2O4S2 in total at a distorted geometry.

Geometry (Å):
C  -4.284  2.784  -4.904
C  -2.869  3.335  -4.512
C  -2.757  3.872  -3.064
I  -4.390  5.310  -2.808
C  -2.803  2.776  -1.994
C  -2.942  1.462  -2.356
C  -3.025  0.432  -1.347
C  -3.202  -1.011  -1.797
F  -3.638  -1.077  -3.089
F  -4.118  -1.686  -1.057
C  -1.781  -1.757  -1.799
F  -0.821  -0.808  -1.661
F  -1.586  -2.350  -2.996
C  -1.635  -2.801  -0.663
F  -2.402  -3.863  -0.911
F  -0.359  -3.230  -0.556
F  -1.937  -2.249  0.523
C  -2.948  0.785  -0.037
C  -2.783  2.136  0.397
N  -2.735  2.363  1.745
C  -2.601  3.645  1.995
C  -2.475  4.679  1.007
N  -2.518  4.451  -0.286
C  -2.699  3.132  -0.594
H  -4.827  3.439  -5.597
H  -4.861  2.594  -3.982
H  -4.195  1.790  -5.385
H  -2.163  2.489  -4.607
H  -2.610  4.093  -5.268
H  -1.823  4.451  -3.009
H  -3.000  1.137  -3.393
H  -3.021  0.001  0.727
H  -2.583  3.947  3.051
H  -2.341  5.717  1.332
C  2.601  -4.342  1.566
C  2.952  -3.874  0.150
C  4.351  -3.253  0.205
S  5.207  -4.064  1.558
O  5.464  -3.086  2.587
O  6.245  -4.908  1.029
C  3.832  -5.083  2.077
H  1.717  -4.980  1.574
H  2.398  -3.476  2.201
H  2.955  -4.731  -0.527
H  2.222  -3.160  -0.231
H  4.904  -3.416  -0.718
H  4.308  -2.188  0.428
H  3.846  -5.200  3.159
H  3.938  -6.055  1.594
C  3.216  0.564  1.602
C  3.385  -0.184  2.931
C  2.791  0.702  4.033
S  1.516  1.695  3.249
O  1.919  3.078  3.289
O  0.222  1.266  3.713
C  1.778  1.075  1.592
H  3.416  -0.080  0.746
H  3.912  1.405  1.562
H  2.841  -1.131  2.887
H  4.429  -0.417  3.133
H  2.344  0.111  4.830
H  3.537  1.379  4.447
H  1.608  1.871  0.870
H  1.072  0.261  1.427

Calculated values
- HOMO: -9.14 eV
- SMILES: CC[C@@H](I)c1cc(C(F)(F)C(F)(F)C(F)(F)F)cc2nccnc12.O=S1(=O)CCCC1.O=S1(=O)CCCC1
- Strongest force on any atom: 1.7 eV/A
- Frontier orbital gap: 0.308 Eh

Here are the Mulliken charges for atoms 1 to 6, given in e: number 1, C, carries -1.127; number 2, C, carries -0.679; number 3, C, carries -0.733; number 4, I, carries 0.068; number 5, C, carries 1.123; number 6, C, carries -0.199